# 1
{"formula": "C21H37BN7PPd", "method": "wB97M-V/def2-TZVPD", "elements": ["Pd", "C", "C", "N", "N", "C", "B", "N", "C", "C", "C", "N", "N", "C", "C", "C", "N", "H", "H", "H", "H", "H", "H", "H", "H", "H", "H", "C", "C", "C", "C", "P", "N", "C", "C", "C", "C", "C", "C", "C", "C", "H", "H", "H", "H", "H", "H", "H", "H", "H", "H", "H", "H", "H", "H", "H", "H", "H", "H", "H", "H", "H", "H", "H", "H", "H", "H", "H"], "coordinates": [[0.01728, -1.30597, 0.61506], [-2.84397, -4.53998, 0.49826], [-2.35354, -3.36699, -0.05412], [-1.23844, -2.99418, 0.58736], [-0.99358, -3.91445, 1.54380], [-1.94723, -4.85226, 1.50621], [0.23018, -3.81494, 2.48811], [0.08552, -2.54049, 3.34064], [0.13716, -2.38792, 4.67159], [0.03768, -1.04055, 4.96659], [-0.06897, -0.41662, 3.72911], [-0.04958, -1.33560, 2.76047], [1.50762, -3.66467, 1.61611], [2.57334, -4.47436, 1.53549], [3.46011, -3.95841, 0.60838], [2.85154, -2.79825, 0.14502], [1.67925, -2.63630, 0.75993], [-3.72150, -5.08939, 0.20406], [-2.74155, -2.79194, -0.87969], [-1.92943, -5.68476, 2.19154], [0.30633, -4.78279, 3.18307], [0.23655, -3.24242, 5.32182], [0.04421, -0.57844, 5.93856], [-0.15829, 0.63284, 3.49719], [2.63318, -5.36554, 2.13954], [4.40974, -4.36568, 0.30729], [3.20203, -2.08810, -0.58677], [-2.58900, 1.69444, 0.25958], [-1.60291, 2.67949, -0.39256], [-2.18338, 3.34395, -1.64006], [-1.21820, 3.73767, 0.64904], [-0.01731, 1.73628, -0.85818], [0.36863, 0.69374, 0.38235], [-0.30746, 0.51265, -2.32830], [0.69000, -0.65582, -2.19842], [-1.71737, -0.07024, -2.22156], [-0.13836, 1.25323, -3.65547], [1.52846, 2.84217, -1.03415], [1.24466, 4.01820, -1.96661], [2.67624, 1.97304, -1.56815], [1.93461, 3.31429, 0.37200], [-3.32412, 2.28243, 0.81216], [-2.11021, 1.02859, 0.98042], [-3.13803, 1.10031, -0.46481], [-3.00591, 3.98397, -1.31027], [-2.59481, 2.63506, -2.35500], [-1.46620, 3.98572, -2.14860], [-2.14584, 4.19526, 0.99882], [-0.60966, 4.53566, 0.23107], [-0.71531, 3.31115, 1.51857], [0.56995, -1.18816, -1.23226], [1.72682, -0.35002, -2.26088], [0.49589, -1.38636, -2.98475], [-1.92383, -0.49860, -1.23993], [-1.78694, -0.87791, -2.95453], [-2.49548, 0.64896, -2.46191], [0.88016, 1.57599, -3.84136], [-0.80251, 2.11354, -3.73582], [-0.41267, 0.55991, -4.45490], [0.91066, 3.71353, -2.95621], [2.18783, 4.55539, -2.09731], [0.53092, 4.72510, -1.54879], [2.54995, 1.68121, -2.60589], [2.84531, 1.09001, -0.95066], [3.58513, 2.57632, -1.51833], [1.26875, 4.06381, 0.78546], [2.92035, 3.77621, 0.28219], [2.02555, 2.48802, 1.07939]], "charge": 2, "total_energy_ev": -46236.696, "multiplicity": 5, "max_force_ev_per_a": 1.67, "gap_ev": [10.13, 5.13]}

# 2
{"formula": "C33H28BrF5N5O6PbS", "method": "wB97M-V/def2-TZVPD", "elements": ["Pb", "C", "O", "C", "C", "C", "Br", "C", "C", "C", "O", "C", "N", "C", "C", "C", "C", "C", "C", "N", "H", "H", "H", "H", "H", "H", "H", "H", "H", "H", "H", "C", "O", "C", "C", "C", "C", "C", "C", "O", "C", "O", "C", "H", "H", "H", "H", "H", "H", "H", "H", "H", "F", "C", "C", "F", "C", "F", "C", "S", "C", "F", "C", "F", "C", "N", "C", "C", "O", "N", "C", "N", "H", "H", "H", "H", "H", "H", "H", "H"], "coordinates": [[-0.98524, 0.28539, 0.75639], [-0.72624, 2.18349, 2.99779], [-0.31254, 1.93669, 1.66099], [0.52676, 2.88099, 1.12349], [1.01676, 4.04869, 1.68239], [1.88066, 4.82639, 0.91439], [2.57936, 6.43049, 1.63459], [2.23716, 4.44009, -0.38441], [1.72236, 3.26329, -0.95741], [0.87506, 2.50179, -0.17061], [0.26096, 1.32709, -0.40771], [2.12206, 2.92489, -2.31721], [3.31116, 3.15409, -2.84261], [3.24006, 2.73919, -4.14611], [4.22256, 2.75869, -5.14581], [3.89326, 2.27459, -6.41721], [2.61276, 1.78379, -6.68481], [1.61616, 1.76499, -5.69951], [1.97316, 2.25359, -4.44081], [1.27416, 2.40909, -3.27031], [0.13126, 2.21069, 3.67849], [-1.37254, 1.35659, 3.30719], [-1.31004, 3.10759, 3.06469], [0.75116, 4.35729, 2.68609], [2.91996, 5.06009, -0.96461], [0.35476, 0.68629, -1.40301], [5.21206, 3.14529, -4.92861], [4.64526, 2.28459, -7.20291], [2.38406, 1.41269, -7.68221], [0.62226, 1.38949, -5.91421], [0.28966, 2.23539, -3.14061], [2.43236, -5.52661, 2.69579], [2.68216, -5.45721, 1.29759], [2.11866, -4.39161, 0.64349], [2.37626, -4.34381, -0.72411], [1.85796, -3.30781, -1.49981], [1.07576, -2.31401, -0.89521], [0.46976, -1.16061, -1.62171], [0.65406, -0.96581, -3.10071], [-0.19694, -0.36121, -0.95851], [0.78576, -2.31781, 0.48859], [0.06906, -1.39731, 1.01099], [1.33406, -3.38731, 1.22659], [2.93826, -6.41801, 3.07949], [1.36296, -5.63991, 2.90319], [2.85126, -4.65981, 3.21779], [2.98246, -5.11621, -1.18551], [2.07696, -3.30061, -2.55801], [1.26006, -1.73291, -3.57811], [1.14036, -0.00061, -3.26871], [-0.32944, -0.96851, -3.57941], [1.11336, -3.39381, 2.29089], [-7.43694, 2.16559, 0.08229], [-6.29364, 1.56899, -0.29141], [-5.18104, 1.62579, 0.53819], [-5.23354, 2.27089, 1.71199], [-4.03104, 0.99879, 0.11199], [-2.85774, 0.92809, 0.74229], [-3.95844, 0.33709, -1.07991], [-2.39024, -0.27621, -1.20851], [-5.05414, 0.26909, -1.91951], [-5.01634, -0.37291, -3.09691], [-6.23234, 0.89429, -1.51491], [-7.32014, 0.85219, -2.30101], [-1.57504, -2.79921, 5.47359], [-0.92744, -2.34481, 4.26089], [0.26016, -1.49821, 4.40889], [0.14436, -0.62231, 3.15779], [0.97156, 0.21269, 2.81789], [-1.04004, -0.90891, 2.50059], [-1.60074, -1.86371, 3.17669], [-2.79454, -2.40911, 2.87909], [-0.83194, -3.17031, 6.18739], [-2.26644, -3.62191, 5.26579], [-2.13184, -1.98381, 5.94719], [1.17506, -2.09411, 4.37489], [0.21266, -0.86611, 5.30029], [-3.12084, -2.10561, 1.96659], [-2.80464, -3.41831, 2.95489], [-1.68854, 0.96059, 2.28289]], "charge": 1, "total_energy_ev": -154100.507, "e_above_lowest_kj_mol": 0.00, "max_force_ev_per_a": 10.32, "gap_ev": 7.11}

# 3
{"formula": "C8H19NO", "method": "wB97M-V/def2-TZVPD", "elements": ["C", "C", "C", "H", "H", "H", "H", "H", "H", "H", "H", "C", "C", "C", "C", "C", "O", "N", "H", "H", "H", "H", "H", "H", "H", "H", "H", "H", "H"], "coordinates": [[0.58361, 1.16070, 2.57695], [0.39960, -0.28481, 3.02326], [1.87829, 1.79920, 3.05769], [0.49086, 1.21493, 1.49943], [-0.22770, 1.72959, 3.00954], [1.25225, -0.81319, 2.56168], [2.30172, 2.43158, 2.27108], [1.90351, 2.35453, 3.98801], [2.64524, 1.03378, 3.09571], [0.73918, -0.40706, 4.05937], [-0.52855, -0.80797, 2.87136], [-0.17094, -0.71505, -2.74487], [1.22553, -0.24763, -3.13816], [-0.00721, -2.08528, -0.72524], [-1.48041, 1.29445, -1.23230], [-1.09419, 0.03186, -0.46525], [-1.61550, -0.43288, 0.52558], [-0.31327, -0.75888, -1.28349], [-0.88019, -0.02977, -3.20702], [-0.35136, -1.70618, -3.12253], [1.95032, -1.04929, -3.09637], [1.55100, 0.65933, -2.61713], [-0.98402, -2.53366, -0.56281], [-0.54733, 1.85143, -1.30412], [1.23012, 0.28365, -4.09435], [0.44449, -2.68623, -1.46449], [0.71281, -2.08940, 0.07948], [-1.95971, 0.99316, -2.15819], [-2.20824, 1.95539, -0.75926]], "total_energy_ev": -12140.776, "e_above_lowest_kj_mol": 177.07, "max_force_ev_per_a": 3.33, "smiles": "CCN(C)C(C)=O.CCC", "gap_ev": 9.96}

# 4
{"formula": "C5H13NO", "method": "wB97M-V/def2-TZVPD", "elements": ["C", "C", "C", "C", "C", "N", "H", "H", "H", "H", "H", "H", "H", "H", "H", "H", "H", "H", "H", "O"], "coordinates": [[-1.45061, -0.51230, 1.64285], [-0.09153, 0.00416, 1.14641], [0.52452, -0.94976, 0.11193], [0.06225, -0.61954, -1.28482], [0.08570, 0.58820, -1.89232], [-0.20702, -1.78984, -1.94468], [-1.24633, -1.25267, 2.41756], [-2.15905, -0.95367, 0.95040], [-2.01867, 0.28427, 2.13531], [-0.12183, 1.06893, 0.89805], [0.64603, 0.03356, 1.95965], [1.62324, -0.89724, 0.18979], [0.42612, -1.98276, 0.41244], [0.32369, 1.50723, -1.35059], [0.08491, 0.97939, -2.90362], [0.29653, -2.64133, -1.74161], [-0.73976, -1.71825, -2.80532], [1.84396, 2.70178, 1.23488], [1.12914, 3.23419, -0.03067], [0.98870, 2.91567, 0.85438]], "charge": 1, "total_energy_ev": -8924.373, "multiplicity": 2, "e_above_lowest_kj_mol": 132.93, "max_force_ev_per_a": 5.35, "gap_ev": [10.93, 7.18]}

# 5
{"formula": "C13H14N2O3S3", "method": "wB97M-V/def2-TZVPD", "elements": ["O", "O", "S", "N", "O", "S", "C", "C", "C", "C", "C", "C", "C", "C", "C", "C", "N", "C", "C", "C", "S", "H", "H", "H", "H", "H", "H", "H", "H", "H", "H", "H", "H", "H", "H"], "coordinates": [[-1.74066, 1.39826, 2.09735], [-3.50673, 1.47147, 3.77115], [2.16821, 2.94474, 3.72136], [0.69527, -0.42374, 2.41262], [-2.20737, -0.65759, 3.35938], [1.83423, 1.50586, 1.06007], [1.67347, 1.64111, 2.79883], [1.11803, -0.09683, 1.20154], [0.92458, -1.03334, 0.09636], [1.43930, -0.86786, -1.16607], [-0.94997, 0.16836, -5.45446], [0.11740, -0.70500, -5.75027], [-1.29464, 0.46940, -4.13774], [0.82277, -1.31385, -4.70567], [-0.66017, -0.24017, -3.11507], [0.39616, -1.12791, -3.36736], [0.96575, 0.54257, 3.33427], [1.11806, -1.82283, -2.30564], [0.35278, 0.50790, 4.66952], [-0.92627, 1.34949, 4.69053], [-2.18475, 0.98483, 3.43245], [-1.69249, -0.86854, 2.55044], [0.25676, -1.90066, 0.30328], [2.01835, 0.01215, -1.44451], [-1.39464, 0.70292, -6.28766], [0.36491, -0.85076, -6.79944], [-2.10363, 1.15465, -3.91761], [1.68313, -1.93509, -4.94513], [-1.02423, -0.10327, -2.08204], [2.07470, -2.18828, -2.67139], [0.50227, -2.67977, -1.91681], [1.08044, 0.90763, 5.40500], [0.09235, -0.54454, 4.96486], [-1.38762, 1.17998, 5.65819], [-0.62576, 2.41873, 4.53968]], "total_energy_ev": -55335.033, "e_above_lowest_kj_mol": 55.04, "max_force_ev_per_a": 3.23, "smiles": "O=S(=O)(O)CCn1nc(/C=C/Cc2ccccc2)sc1=S", "gap_ev": 8.09}

# 6
{"formula": "C5H10N2O", "method": "wB97M-V/def2-TZVPD", "elements": ["C", "C", "N", "C", "C", "C", "O", "N", "H", "H", "H", "H", "H", "H", "H", "H", "H", "H"], "coordinates": [[-1.06878, 0.40034, 2.44390], [-1.20429, 0.39030, -1.59323], [-1.10774, -0.66904, 1.47948], [-0.06407, 0.21104, -0.72283], [0.82175, 0.03662, 0.08220], [2.15405, 0.58880, -1.93886], [-0.38316, -1.73039, 2.10070], [2.76593, -0.31977, -2.50992], [-0.58808, -2.48637, 1.53785], [2.47822, -1.27620, -2.28254], [1.56960, -0.16585, 0.81219], [2.37350, 1.65333, -2.09202], [-1.65085, 0.14033, 3.34163], [-1.51752, 1.28027, 1.97972], [-0.05267, 0.65791, 2.78343], [-1.34291, 1.44054, -1.85725], [-1.09545, -0.18993, -2.51147], [-2.08753, 0.03807, -1.05299]], "total_energy_ev": -10366.682, "e_above_lowest_kj_mol": 831.97, "max_force_ev_per_a": 1.90, "gap_ev": [9.07, 7.28]}

- Number 3 is which compound?
  C8H19NO